13
Properties=species:S:1:pos:R:3:forces:R:3:nbo_charge:R:1 method="wB97M-V/def2-TZVPD" total_energy_ev=-7235.44298 homo_energy_ev=-14.397 e_above_lowest_ev=0.2953 charge=+1 smiles=Cc1c[nH]c[nH+]1
C -0.8997 -1.2096 -1.1901 -0.140 -0.482 0.609 -0.66
C -0.1413 -0.2539 -0.3449 0.137 0.505 0.083 0.17
C 0.3657 0.9819 -0.6115 -0.362 -0.259 -0.153 -0.06
N 0.8753 1.4588 0.5679 0.162 -0.986 0.507 -0.44
C 0.7338 0.5454 1.5356 -0.454 1.403 -0.361 0.25
N 0.0941 -0.4815 1.0047 -0.166 -0.274 -1.121 -0.45
H -0.2660 -1.9619 -1.6551 0.146 0.330 -0.450 0.26
H -1.5283 -0.6558 -1.8743 0.131 -0.113 -0.441 0.26
H -1.5728 -1.8111 -0.5769 -0.140 0.191 0.177 0.24
H 0.3103 1.5438 -1.5250 0.228 0.113 0.003 0.26
H 1.3620 2.3080 0.7745 0.050 0.574 -0.387 0.46
H 0.8891 0.9002 2.5356 0.241 -0.942 0.526 0.26
H -0.2222 -1.3642 1.3594 0.168 -0.058 1.008 0.46


13
Properties=species:S:1:pos:R:3:forces:R:3:nbo_charge:R:1 method="wB97M-V/def2-TZVPD" total_energy_ev=-7233.23540 homo_energy_ev=-14.425 e_above_lowest_ev=2.5028 charge=+1 smiles="[NH3+][C@H]1C=CC=N1"
C -1.6278 0.6795 -0.1541 0.800 -0.585 0.020 -0.20
C -0.4225 1.1823 0.0911 1.127 -0.562 1.080 -0.23
C -1.5808 -0.8168 -0.0774 -2.302 3.168 -0.690 0.14
C 0.4316 -0.0785 0.5386 -1.150 0.744 -1.400 0.05
N -0.4469 -1.1748 0.1741 4.819 -3.163 1.726 -0.42
N 1.7412 -0.2747 -0.2405 -0.288 -0.920 -0.269 -0.70
H -2.4698 1.1811 -0.4799 -1.533 1.208 -0.401 0.24
H -0.0908 2.2306 0.1435 -0.279 -0.715 -0.062 0.26
H -2.3949 -1.4701 -0.2805 -0.485 -0.524 -0.203 0.23
H 0.7076 -0.1532 1.5983 -0.317 0.234 -0.237 0.26
H 2.5908 -0.1423 0.3247 -0.185 1.411 -0.561 0.46
H 1.6613 0.0982 -1.2082 0.662 0.549 0.962 0.46
H 1.9010 -1.2611 -0.4297 -0.870 -0.843 0.036 0.45


13
Properties=species:S:1:pos:R:3:forces:R:3:nbo_charge:R:1 method="wB97M-V/def2-TZVPD" total_energy_ev=-7232.65584 homo_energy_ev=-14.638 e_above_lowest_ev=3.0824 charge=+1 smiles="C1=NCCC=[NH+]1"
C -0.2381 -0.3031 -1.6438 -0.951 -2.996 -1.610 0.24
C 0.2866 0.2869 1.1519 3.565 0.289 -0.430 -0.52
C 0.3943 1.2942 -0.0247 -1.067 3.146 2.131 -0.29
C -0.1640 -0.9435 0.6337 -1.484 -0.037 -0.660 0.34
N -0.5003 -1.2437 -0.5575 0.096 -0.760 -1.101 -0.47
N 0.0462 0.8103 -1.3170 2.663 4.061 -0.217 -0.33
H -0.2449 -0.6271 -2.7292 -0.542 -0.078 1.560 0.24
H 1.2878 -0.0939 1.6652 -1.438 1.173 -0.843 0.29
H -0.3397 0.5792 1.9943 -0.034 0.050 -0.015 0.30
H -0.5017 1.9785 0.2277 1.654 -0.313 -0.577 0.25
H 1.3662 1.9784 -0.0141 -2.146 -1.682 -0.317 0.28
H -0.3809 -1.6131 1.3576 -0.730 -2.706 2.029 0.22
H -1.0114 -2.1031 -0.7440 0.413 -0.146 0.049 0.45


13
Properties=species:S:1:pos:R:3:forces:R:3:nbo_charge:R:1 method="wB97M-V/def2-TZVPD" total_energy_ev=-7230.01614 homo_energy_ev=-15.840 e_above_lowest_ev=5.7221 charge=+1 smiles="[H]/N=C(/C)C=[N+]=C"
C -1.7438 -0.4412 0.9365 -1.368 -0.683 -1.055 -0.72
C -0.6518 -0.2784 -0.1333 -3.671 -0.269 2.677 0.17
C 0.7418 -0.5457 0.3881 -1.090 0.490 -1.889 0.34
N 1.7334 0.2808 0.3243 1.458 0.937 -1.642 -0.38
C 2.0668 1.1711 -0.5920 -1.997 -0.767 0.733 0.17
N -0.9742 -0.1540 -1.3857 3.083 -0.322 2.880 -0.40
H -1.7843 0.2868 1.7447 0.682 -0.216 0.236 0.26
H -1.9307 -1.5120 1.2845 0.845 1.358 -0.211 0.27
H -2.6734 -0.2244 0.3827 0.247 -0.070 0.046 0.27
H 0.8582 -1.5965 0.6629 0.677 0.154 0.208 0.26
H 1.3682 1.4285 -1.4249 0.761 -1.080 0.063 0.21
H 2.9600 1.7686 -0.6056 0.331 0.192 1.028 0.24
H 0.0298 -0.1837 -1.5824 0.041 0.276 -3.074 0.31


14
Properties=species:S:1:pos:R:3:forces:R:3:nbo_charge:R:1 method="wB97M-V/def2-TZVPD" total_energy_ev=-9278.09816 homo_energy_ev=-14.604 e_above_lowest_ev=4.6919 charge=+1 smiles="C#C/C(N)=[NH+]/OC"
C 3.1052 0.8393 0.0923 -1.600 -0.167 1.448 0.03
C 2.0504 0.2551 0.2674 2.221 0.655 -1.183 -0.18
C 0.8633 -0.4671 0.0656 -1.956 -0.398 1.054 0.46
C -2.4451 0.6427 -0.2262 -2.516 0.071 -1.890 -0.27
N 0.8393 -1.8025 0.0012 2.147 0.502 -0.594 -0.69
N -0.2568 0.2988 0.1520 2.252 -2.646 -1.271 -0.20
O -1.4896 -0.2043 0.3049 1.183 -2.257 0.096 -0.33
H 3.9014 1.5263 0.3131 0.213 -0.282 -0.539 0.27
H -3.3190 0.2386 0.3032 -0.139 0.896 -0.200 0.23
H -2.7069 0.5147 -1.3780 1.173 0.336 2.236 0.21
H -2.1669 1.6599 0.0619 -0.645 0.105 -0.296 0.19
H 1.6827 -2.3858 -0.1972 -0.590 1.362 0.489 0.45
H 0.0639 -2.2461 -0.3827 -2.121 -0.668 -0.313 0.42
H -0.1218 1.1305 0.6225 0.377 2.491 0.963 0.40


14
Properties=species:S:1:pos:R:3:forces:R:3:nbo_charge:R:1 method="wB97M-V/def2-TZVPD" total_energy_ev=-9279.38727 homo_energy_ev=-15.403 e_above_lowest_ev=3.4028 charge=+1 smiles="CC(=O)[C@H](C)[N+]#N"
C 0.6834 0.7658 0.1247 -0.391 0.868 0.250 0.61
C 0.0903 1.1544 1.3900 -2.102 1.926 1.573 -0.78
C -0.3746 -1.4994 -0.0693 -0.368 0.803 -4.040 -0.53
C -0.3568 0.0266 -0.8327 -2.984 -1.198 3.183 -0.28
N 0.9396 -0.2116 -2.8740 -1.433 0.401 0.933 0.37
N 0.1817 -0.0872 -2.0765 2.734 -0.788 -2.257 0.15
O 1.8101 0.8799 -0.1698 1.604 -0.166 -1.214 -0.44
H 0.5703 1.0454 2.3405 1.173 -1.432 0.176 0.30
H -0.8781 0.6915 1.4240 -0.625 0.081 0.559 0.22
H -0.0531 2.2545 1.6417 -0.094 -0.734 -1.668 0.31
H -1.0093 -2.1072 -0.7681 0.580 0.273 0.987 0.25
H 0.6469 -1.8494 -0.0992 0.196 -0.145 0.210 0.24
H -0.7885 -1.4459 0.8977 -0.444 0.352 0.972 0.25
H -1.4620 0.3827 -0.9289 2.156 -0.243 0.335 0.32